This record from the OMol25 dataset describes C6H8 in the gas phase. The level of theory is ωB97M-V with the def2-TZVPD basis set.

```
14
Properties=species:S:1:pos:R:3:forces:R:3
C -1.06738 -0.31986 0.64507 -0.06 -0.06 0.13
C -0.40168 1.01115 0.32643 -0.13 0.19 0.18
C 1.05405 0.74813 -0.03339 0.15 0.06 -0.06
C 1.68384 -0.59280 0.26240 -0.27 0.09 0.07
C -0.34250 -0.91629 -0.57981 -0.11 -0.03 -0.03
C -0.00796 0.51297 -1.05051 0.07 0.06 -0.25
H -2.14119 -0.27457 0.43650 0.14 0.00 0.03
H -0.90751 -0.77891 1.62716 -0.02 0.05 -0.17
H -0.76260 1.99632 0.60266 0.08 -0.15 -0.06
H 1.72146 1.60424 -0.10330 -0.13 -0.13 0.01
H 0.71287 -1.43880 -0.41026 0.05 -0.07 0.05
H 1.46097 -0.88426 1.30908 0.04 -0.01 -0.17
H -0.86059 -1.65492 -1.19562 0.13 0.08 0.09
H -0.12000 0.95624 -2.03277 0.04 -0.07 0.16
```
Forces are in eV/Å.

Values from the calculation:
**Total energy**: -233.19130 Eh
**HOMO**: -0.29864 hartree